85
Properties=species:S:1:pos:R:3 method="wB97M-V/def2-TZVPD" homo_lumo_gap_ha="0.1502 / 0.2244" s_squared=2.04 lumo_ha="0.1457 / 0.1354" relative_energy_kcal_mol=72.9 total_charge=-2 spin_multiplicity=3
Ti -0.979 1.965 0.822
C -1.005 4.857 -0.570
C -1.807 4.302 0.457
C -1.040 4.314 1.660
C 0.217 4.857 1.352
C 0.229 5.205 -0.014
H -1.302 4.972 -1.605
H -2.873 4.144 0.386
H -1.424 4.132 2.648
H 1.032 4.983 2.051
H 1.061 5.648 -0.549
C 0.897 -5.536 0.208
C 1.084 -4.160 0.844
C 0.483 -4.183 2.265
P 0.469 -2.578 0.024
C -0.911 -3.082 -1.143
C -0.687 -4.049 -2.306
C -2.146 -3.485 -0.322
C 1.813 -2.167 -1.213
C 2.722 -3.288 -1.711
C 2.670 -1.045 -0.606
H 1.371 -6.300 0.838
H 1.340 -5.605 -0.785
H -0.163 -5.788 0.132
H 2.158 -3.976 0.960
H -0.600 -4.349 2.226
H 0.642 -3.230 2.776
H 0.930 -4.985 2.867
H -1.121 -2.113 -1.602
H 0.154 -3.737 -2.931
H -1.581 -4.043 -2.943
H -0.516 -5.072 -1.980
H -1.968 -4.416 0.228
H -3.012 -3.636 -0.979
H -2.423 -2.712 0.397
H 1.265 -1.738 -2.058
H 3.329 -3.695 -0.895
H 3.412 -2.893 -2.466
H 2.171 -4.112 -2.167
H 3.257 -1.426 0.240
H 2.048 -0.230 -0.239
H 3.363 -0.634 -1.348
F 2.654 1.034 2.170
C 1.918 0.466 3.120
F 1.530 -0.737 2.677
F 2.727 0.260 4.180
C 0.679 1.372 3.463
O 0.205 1.940 2.330
C -0.383 0.499 4.211
F 0.201 -0.215 5.204
F -1.326 1.264 4.770
F -0.978 -0.356 3.393
C 1.150 2.536 4.407
F 1.527 2.130 5.632
F 2.196 3.167 3.858
F 0.180 3.435 4.575
Br 4.466 3.358 -5.796
C 3.244 2.750 -4.455
C 3.117 3.468 -3.260
C 2.213 3.050 -2.307
C 1.394 1.906 -2.523
C 1.564 1.190 -3.742
C 2.475 1.613 -4.693
C 0.457 1.477 -1.562
O 0.338 2.156 -0.409
O -0.272 0.419 -1.790
H 3.733 4.341 -3.088
H 2.102 3.595 -1.376
H 0.944 0.319 -3.922
H 2.593 1.064 -5.619
F -4.159 0.565 -2.526
C -3.124 -0.259 -2.471
F -2.376 -0.117 -3.545
F -3.566 -1.520 -2.410
S -1.921 0.052 -0.519
O -0.893 0.075 0.683
O -2.206 1.574 -0.601
N -3.330 -0.347 0.449
S -3.713 0.734 1.488
O -2.611 1.643 1.973
O -4.569 0.298 2.555
C -4.922 1.947 0.733
F -4.627 2.512 -0.424
F -5.110 2.929 1.635
F -6.083 1.294 0.581